1.
A 10-piece molecular cluster, C44H96F6N10O18S6 overall, computed with the ωB97M-V functional and the def2-TZVPD basis.

Output
- total charge = +4
- multiplicity = 1
- highest occupied orbital energy (eV) = -15.55
- Kohn-Sham gap (eV) = 3.4

XYZ file:
```
180
C44H96F6N10O18S6 (the ωB97M-V functional and the def2-TZVPD basis)
H 1.226 -4.782 -7.790
H 4.439 0.726 3.262
O -0.101 0.615 0.509
H 6.575 3.161 0.753
C -1.441 4.050 6.108
N -2.871 4.330 4.144
C -1.963 -7.776 0.828
C 5.972 3.505 2.782
H -2.620 -6.533 4.389
C -2.088 -3.973 2.029
H -1.288 5.002 -1.807
N 2.313 -2.286 -6.914
H 6.900 0.683 1.859
H 5.353 -0.208 1.502
H -0.284 -3.117 -4.910
C 0.497 -6.800 0.383
C -2.918 6.459 2.837
S -2.484 0.776 -7.010
C 5.580 2.411 3.710
H -3.526 3.269 1.543
F -2.861 0.696 -8.567
H -0.687 -4.521 -0.257
N -0.698 -6.056 2.340
S -0.864 1.896 -5.740
C -2.600 7.227 4.183
H -1.881 -5.678 -0.928
H 0.140 -1.076 -7.927
C 4.103 1.747 -0.985
H -1.076 -0.536 3.927
H -0.842 1.220 4.315
O 2.668 -2.122 -8.281
H -5.343 4.291 4.041
H 1.073 -7.458 1.035
H -3.634 -5.125 4.060
C -2.551 4.951 5.527
C -0.461 0.206 4.434
H -0.199 -3.594 3.832
H -3.893 -0.962 -4.014
O -3.436 1.828 -6.656
H -2.055 8.096 3.816
O 0.947 -1.977 5.636
H 0.812 6.979 -3.828
H 5.173 1.944 -1.057
H 0.179 -2.627 -8.669
H 4.381 -3.742 -6.625
H -0.110 -4.724 -6.683
F 2.308 -1.442 2.570
H -1.133 2.792 -1.050
H 5.484 4.439 3.060
C 4.382 -3.102 -5.743
C -5.016 5.061 3.342
H -3.568 7.581 4.538
H -3.476 5.618 7.315
H 0.509 -7.459 -0.485
H 4.757 -0.359 -5.492
O -0.118 0.143 -2.418
C 0.921 -2.767 -6.602
H -1.960 6.129 2.433
C -5.633 0.233 -1.434
H -5.384 6.052 3.608
C 2.726 -1.705 -4.408
H 5.295 2.727 4.713
C 1.648 -2.743 -4.112
H 3.232 0.083 -6.225
S 2.399 -2.496 1.384
H 3.803 0.695 -2.855
H -4.511 0.451 0.357
C 0.441 -1.665 7.914
H -4.697 -1.639 -1.958
H -5.558 4.792 2.435
C 3.361 -2.006 -5.793
H 1.317 -2.301 8.040
C -2.606 -4.515 0.666
C 0.743 5.163 -2.713
O 1.552 -3.587 1.809
H -0.555 -4.979 4.793
O 0.263 -6.725 3.208
H -1.322 4.410 7.131
O -0.395 -2.042 -1.201
O 4.367 -3.077 -1.074
H 2.771 0.191 -1.563
H -3.916 4.028 6.934
H 4.922 3.829 0.917
O 2.053 -1.643 0.275
H -2.933 -7.610 1.294
H -1.673 2.989 6.186
C 3.802 0.465 -1.790
C -1.651 -5.113 3.048
H -1.872 6.764 6.263
H -3.736 -0.365 -1.795
C -4.786 -0.432 -3.681
H 0.689 -0.772 8.487
H -6.051 1.355 0.235
N 5.037 1.789 1.482
F 0.581 1.276 -5.548
C -1.940 6.376 5.246
O -1.886 -0.898 1.491
C 0.508 -2.399 -5.128
H 0.536 0.321 4.009
H -1.078 -2.312 -7.447
C -3.754 4.998 6.463
H -3.910 4.845 0.873
C 0.410 -1.300 6.446
C -3.251 4.323 1.565
H -1.191 0.018 6.515
S -1.416 0.060 0.436
H -3.444 -5.189 0.844
O 1.882 4.827 -2.655
N -4.638 -0.650 -2.168
C 4.501 1.763 2.930
H 1.913 -3.800 -4.080
H -1.541 -8.641 1.341
C 6.009 0.620 1.234
O -0.601 3.351 -5.842
H -0.488 4.198 5.600
C -1.018 -4.251 4.125
N -0.353 4.635 -1.679
H -2.881 -3.336 2.421
C -2.924 -5.823 3.619
H 1.103 -5.933 0.124
F -2.271 1.361 0.865
C 0.892 -4.332 -6.854
H 3.554 2.618 -1.343
C -0.040 -2.132 -7.724
H -3.038 -3.728 0.048
H -4.869 0.631 -3.900
H -5.514 -1.120 -4.110
H 0.245 5.636 -4.803
O -6.864 0.367 -1.660
N -2.152 -0.184 -1.043
C 0.180 6.091 -3.814
H 4.637 -0.711 -7.085
H -3.540 7.019 2.139
H -2.212 4.394 1.242
H 6.347 1.645 3.822
C -5.132 1.079 -0.281
H 1.626 -4.872 -6.255
S 4.103 -3.702 0.235
N 3.919 -2.592 1.455
H -0.909 2.923 -2.741
O -2.839 -0.579 -6.570
H -2.132 -8.049 -0.213
H 7.026 3.784 2.802
C -0.957 -6.528 0.840
H 0.571 2.815 -1.475
H -0.871 6.267 5.060
F -1.767 -1.486 -2.906
H 3.573 0.622 0.786
H 0.053 -1.413 -5.037
H 0.164 0.661 6.396
H 4.201 -3.626 -4.805
O 3.433 -5.003 0.251
H 6.410 0.604 0.221
H 2.320 -0.721 -4.170
H -3.497 -6.435 2.923
O -1.502 1.330 -4.577
N -1.037 1.228 -7.245
C 3.831 1.657 0.555
H -4.674 5.345 5.995
C -0.417 3.143 -1.794
N -0.362 -0.077 5.942
H -0.878 6.285 -3.636
S -0.956 -0.804 -1.715
H 2.958 2.233 0.859
C 5.663 3.158 1.348
H -1.816 -3.794 4.710
H -4.601 1.964 -0.630
H 5.386 -2.691 -5.636
H -1.267 -3.260 1.956
C -3.511 5.035 2.962
H 4.420 -0.380 -1.488
H 3.584 2.319 3.121
O -2.611 3.050 3.931
C -1.458 -5.253 -0.017
H 1.275 -2.595 -3.099
F 5.589 -4.200 0.647
C 3.998 -0.692 -6.201
H -0.449 -2.237 8.178
H -0.220 5.014 -0.750
H 3.487 -1.790 -3.631
```



2.
C44H98F3Mn2N13O20S as an isolated structure, computed with the ωB97M-V functional and the def2-TZVPD basis.

Output
- multiplicity = 11
- highest occupied orbital energy (alpha / beta) (eV) = -6.58 / -7.10
- Kohn-Sham gap (alpha / beta) (eV) = 6.8 / 7.3

XYZ file:
```
181
C44H98F3Mn2N13O20S (the ωB97M-V functional and the def2-TZVPD basis)
H -10.612 9.215 -9.812
H -12.588 12.311 -5.848
O -19.674 13.379 -5.482
N -19.134 11.528 -14.326
N -13.815 3.980 -13.314
C -11.084 6.293 -5.047
H -16.548 6.397 -14.649
H -20.783 12.809 -14.484
H -17.445 9.524 -2.135
C -17.934 5.313 -4.185
H -22.279 4.089 -9.058
H -14.987 10.660 -8.275
O -16.412 8.615 -9.236
O -12.673 7.626 -12.784
H -17.986 10.756 -15.941
C -11.263 4.536 -9.891
C -16.659 1.397 -9.034
C -17.391 7.012 -14.965
H -11.558 6.883 -8.706
H -12.356 7.743 -10.725
H -11.907 12.791 -7.390
C -8.811 5.027 -9.637
H -18.156 9.589 -5.476
C -19.392 12.338 -6.023
H -16.802 10.286 -11.420
C -15.538 12.970 -12.560
H -12.071 15.294 -9.790
C -17.630 11.912 -4.368
H -17.647 7.384 -5.752
H -16.987 8.201 -1.228
H -8.463 5.531 -10.538
C -16.934 12.903 -10.518
H -17.177 8.036 -2.962
C -18.215 6.609 -6.291
N -15.445 9.066 -2.591
H -13.649 1.888 -13.110
H -17.005 7.837 -15.564
N -11.817 5.398 -5.926
C -20.146 2.335 -10.091
C -19.371 11.317 -12.920
H -14.693 9.351 -0.772
H -15.401 10.531 -12.399
H -11.713 3.598 -6.883
O -12.432 4.891 -10.035
H -11.291 11.343 -6.381
N -10.239 5.290 -9.376
O -15.123 3.276 -9.218
C -12.109 8.045 -11.754
H -19.268 1.913 -10.579
F -22.315 10.056 -11.004
N -18.182 7.518 -13.797
O -14.426 7.456 -9.320
C -15.880 10.865 -11.479
H -15.567 10.743 -1.409
H -16.541 11.888 -4.396
C -18.000 10.837 -14.854
H -13.956 9.537 -3.872
C -12.958 5.893 -6.561
H -17.124 11.430 -14.590
H -10.151 10.498 -10.908
H -16.857 10.241 -6.497
H -17.624 4.311 -3.888
Mn -14.463 5.325 -9.477
O -19.322 5.773 -10.010
C -18.975 4.269 -6.243
H -13.549 4.853 -15.248
C -10.590 9.437 -13.213
H -18.818 5.473 -3.568
C -12.128 11.929 -6.760
C -12.346 12.040 -10.816
H -16.540 7.302 -12.573
H -14.464 2.754 -11.857
H -18.039 6.466 -15.651
H -12.809 14.027 -9.092
H -18.515 10.092 -7.076
H -17.964 11.231 -3.585
H -13.897 10.400 -1.986
H -14.172 3.344 -15.307
H -14.255 12.124 -8.648
N -18.306 11.609 -5.621
C -11.096 4.110 -6.144
C -17.904 10.352 -6.212
H -16.312 2.940 -7.724
H -15.283 10.579 -10.613
H -10.178 6.490 -5.619
H -13.611 1.504 -7.942
C -15.672 2.340 -8.372
C -15.633 7.664 -9.294
O -22.009 7.964 -8.972
H -15.872 14.018 -12.603
H -17.442 1.999 -9.494
F -22.681 11.275 -9.150
N -13.075 10.959 -7.321
H -10.906 3.573 -10.286
C -19.652 7.569 -13.920
N -18.400 5.464 -5.633
N -20.263 3.764 -9.790
H -18.655 10.676 -12.406
O -18.195 7.885 -11.579
C -21.732 10.544 -9.863
H -21.089 5.132 -8.340
H -19.359 12.242 -12.344
H -13.316 14.589 -10.735
H -12.164 11.619 -9.827
H -14.743 5.883 -13.503
H -10.075 6.691 -7.761
H -11.406 9.369 -13.932
H -9.246 9.047 -11.001
C -13.606 2.808 -12.527
H -21.165 3.451 -7.903
H -10.336 14.525 -11.485
O -9.936 12.609 -11.999
H -18.231 3.725 -6.824
H -16.229 0.723 -9.775
H -9.861 7.332 -9.274
H -10.081 4.240 -6.520
H -13.279 6.858 -6.140
O -12.010 8.892 -6.776
C -14.342 11.415 -7.825
H -8.260 5.377 -8.764
C -19.386 4.577 -10.317
O -15.511 8.420 -4.744
O -16.265 6.602 -9.372
C -19.924 12.374 -15.019
H -20.132 7.802 -12.969
H -9.674 8.899 -13.456
C -14.605 1.641 -7.514
C -14.407 5.124 -12.779
H -13.877 9.235 -7.621
O -19.747 8.730 -9.220
O -18.642 6.805 -7.408
H -11.538 7.261 -4.835
H -12.430 3.545 -14.801
O -13.621 5.340 -7.450
C -10.601 13.457 -11.454
H -19.908 11.973 -6.924
H -8.708 3.943 -9.686
H -11.089 3.486 -5.251
C -10.503 6.616 -8.760
C -12.910 9.606 -7.249
C -13.454 3.909 -14.712
N -11.701 13.286 -10.760
C -17.608 7.570 -12.588
H -17.273 0.814 -8.347
H -16.425 12.666 -9.584
O -14.685 12.623 -13.333
H -12.728 2.868 -11.884
C -12.480 14.328 -10.086
F -20.690 11.316 -10.182
H -17.101 5.966 -3.928
H -20.334 10.846 -12.725
H -19.954 6.628 -14.379
H -19.700 4.559 -7.004
H -14.811 0.641 -7.131
H -19.851 8.346 -14.657
N -11.086 8.913 -11.898
C -14.842 9.968 -1.658
H -13.424 12.198 -10.796
N -16.189 12.274 -11.599
H -20.206 1.833 -9.125
H -17.791 9.862 -14.415
Mn -18.218 7.468 -9.469
H -18.610 4.089 -10.926
O -14.715 5.198 -11.597
H -16.960 13.982 -10.669
C -10.256 9.416 -10.823
H -19.441 3.570 -5.550
C -21.234 4.133 -8.751
H -10.516 10.511 -13.042
H -17.877 12.924 -4.047
H -10.827 5.882 -4.070
O -19.736 12.671 -16.211
S -21.088 9.100 -8.788
H -21.010 2.148 -10.729
H -14.872 11.799 -6.953
H -17.924 12.446 -10.522
O -21.065 9.569 -7.408
H -12.082 11.366 -11.630
C -16.762 8.676 -2.183
H -14.347 2.287 -6.675
C -14.907 8.984 -3.837
```